{"formula": "C6H12O", "method": "the ωB97M-V functional and the def2-TZVPD basis", "homo_ev": [-7.7, -5.8], "energy_ev": -8458.6003, "orbital_gap_ev": [8.4, 6.0], "e_lumo_ev": [0.69, 0.17], "symbols": ["C", "C", "O", "C", "C", "C", "C", "H", "H", "H", "H", "H", "H", "H", "H", "H", "H", "H", "H"], "positions_angstrom": [[-1.765, -0.569, 0.196], [-0.493, -1.017, 0.820], [-0.474, -1.380, 2.107], [0.692, -1.228, 0.034], [1.270, 0.189, 0.267], [0.510, 1.443, -0.156], [0.689, 1.324, -1.654], [-2.291, -1.447, -0.207], [-1.566, 0.098, -0.654], [-2.434, -0.065, 0.904], [-1.246, -1.016, 2.564], [1.370, -1.973, 0.454], [0.506, -1.416, -1.029], [1.806, 0.246, 1.220], [1.856, 0.416, -0.845], [1.107, 2.288, 0.205], [-0.497, 1.582, 0.282], [0.612, 2.237, -2.254], [0.122, 0.505, -2.114]]}

***

{"formula": "C6H12O", "method": "the ωB97M-V functional and the def2-TZVPD basis", "homo_ev": -9.4, "smiles": "C[C@H]1CO[C@@H](C)C1", "energy_ev": -8463.0153, "orbital_gap_ev": 10.5, "e_lumo_ev": 1.09, "symbols": ["C", "C", "C", "O", "C", "C", "C", "H", "H", "H", "H", "H", "H", "H", "H", "H", "H", "H", "H"], "positions_angstrom": [[1.535, 0.301, -1.271], [0.884, 0.897, -0.014], [-0.417, 1.597, -0.398], [-1.450, 0.626, -0.054], [-0.985, -0.397, 0.894], [-1.499, -1.746, 0.377], [0.550, -0.239, 0.973], [1.711, 1.102, -1.998], [0.911, -0.460, -1.765], [2.466, -0.200, -0.984], [1.523, 1.680, 0.392], [-0.754, 2.553, 0.021], [-0.106, 2.005, -1.439], [-1.407, -0.270, 1.915], [-2.595, -1.782, 0.416], [-1.130, -2.608, 0.952], [-1.185, -1.864, -0.664], [1.039, -1.175, 0.662], [0.908, -0.019, 1.985]]}

***

{"formula": "C6H12O", "method": "the ωB97M-V functional and the def2-TZVPD basis", "homo_ev": -9.6, "smiles": "CCCC1COC1", "energy_ev": -8463.0133, "orbital_gap_ev": 10.7, "e_lumo_ev": 1.12, "symbols": ["C", "C", "C", "C", "C", "O", "C", "H", "H", "H", "H", "H", "H", "H", "H", "H", "H", "H", "H"], "positions_angstrom": [[2.796, 0.232, 0.162], [1.415, -0.418, 0.153], [0.243, 0.566, 0.232], [-1.078, -0.194, 0.318], [-1.592, -0.805, -0.998], [-2.732, 0.062, -1.017], [-2.410, 0.577, 0.282], [2.925, 0.911, -0.688], [2.954, 0.809, 1.080], [3.583, -0.529, 0.106], [1.340, -1.112, 1.001], [1.306, -1.035, -0.751], [0.248, 1.233, -0.645], [0.362, 1.209, 1.115], [-1.026, -0.910, 1.143], [-1.888, -1.860, -0.934], [-0.952, -0.660, -1.880], [-2.354, 1.672, 0.285], [-3.141, 0.254, 1.035]]}